No. 1
Below is a structure of composition C2H3FKNaO, with properties calculated with the ωB97M-V functional and the def2-TZVPD basis.

## Properties
2S+1   2
HOMO level (alpha / beta)   -0.373 / -0.456 Ha
<S²>   0.754
Net charge   +1
LUMO level (alpha / beta)   -4.0 / -4.0 eV
Orbital gap (alpha / beta)   0.2254 / 0.3082 Eh

Each line ends with the Löwdin charge.
CARTESIAN COORDINATES (ANGSTROEM)
H 1.40495 -2.29013 0.84446  0.16
Na 0.89831 1.50471 -0.44237  0.76
F 2.48095 -0.13681 -0.30883  -0.16
C 1.74266 -1.12377 0.53495  -0.20
C 0.37053 -1.26345 0.07700  -0.36
O -0.45836 -0.22152 0.02122  -0.37
H 2.06790 -0.81872 1.53565  0.10
K -3.14954 -0.24300 -0.44575  0.97
H 0.12307 -2.16470 -0.50633  0.10

=====

No. 2
Below is a structure of composition C43H34F4N7O7PS2Ti, with properties calculated with the ωB97M-V functional and the def2-TZVPD basis.

## Properties
HOMO level   -0.082 Ha
Net charge   -2
LUMO level   2.5 eV
Orbital gap   0.1725 Eh
Energy above the lowest of the compared OMol25 structures with the same formula, charge and spin   4.4 kcal/mol

Each line ends with the Löwdin charge.
CARTESIAN COORDINATES (ANGSTROEM)
F -3.73077 -5.11964 -0.45956  0.08
H 3.66737 2.32743 -0.02832  0.11
C -1.22511 4.04846 -1.23571  -0.05
H 3.68493 4.80366 -0.01692  0.08
S -3.76935 -0.27109 -0.33406  0.64
C -1.46077 2.54013 -3.25184  -0.16
C -0.43218 -2.10347 1.98221  -0.15
C 3.25542 -1.39445 1.87636  -0.11
H 4.31688 3.23985 3.93867  0.08
H -0.75275 0.71177 2.84312  0.08
H 1.94814 -3.88519 0.37605  0.09
H 1.89982 3.07905 3.31105  0.11
C -6.16924 -6.19641 -0.11855  -0.28
H 2.40197 4.83285 -1.23902  0.07
H -2.13179 3.41044 3.14471  0.07
H 6.02573 0.06873 -0.27085  0.13
H 4.62745 1.66422 3.20361  0.07
C -0.64036 0.29181 -3.07526  -0.27
C 5.25113 -0.34031 0.36313  0.07
C 1.52327 -5.23932 -1.22040  -0.07
N -1.00778 -0.44215 -0.13332  -0.04
C 3.99482 2.55164 3.15433  -0.05
O 2.24517 -0.17069 -1.62014  -0.17
C -5.00763 -3.82231 2.62876  -0.16
O 6.87006 -0.25278 3.57256  -0.05
P 1.13813 1.64286 1.12521  0.82
H -1.06467 5.96756 -3.16041  0.08
C -0.11955 -1.87390 -3.11950  -0.49
H -3.76532 3.53603 -2.20102  0.09
H 2.38161 1.70126 4.30698  0.12
C 0.97578 -2.88376 -1.25422  -0.13
N -0.04042 -0.77667 -2.44357  -0.01
H -1.19752 4.92133 -4.58294  0.08
C 6.89875 -0.31650 2.32846  -0.70
C -2.18254 -0.38238 -0.22614  -0.92
H 2.44265 -1.81706 2.44614  0.10
H -3.35225 5.25754 -2.26889  0.08
H -1.43592 5.05166 -0.85876  0.09
C 1.52807 -3.98932 -0.61525  -0.09
C -5.04455 -4.57091 1.44417  -0.07
H 0.17471 4.74034 -3.48346  0.09
C -2.73281 -3.01013 2.31481  -0.07
H 0.93155 -6.39456 -2.93070  0.10
N 2.97248 -1.04092 0.61750  0.03
C -1.68561 3.94183 -2.68987  -0.55
C -1.76608 2.45819 3.53636  -0.07
C 4.49814 -1.19893 2.44251  0.01
H -0.15220 3.87919 -1.12403  0.07
C 0.95542 -5.41308 -2.47516  -0.08
C -3.18170 4.28582 -2.73926  -0.05
C -3.91666 -3.08385 3.03783  -0.16
C -1.18220 -0.02304 -4.31969  -0.44
C 3.25798 4.26746 -0.86597  -0.06
O -0.09390 2.41315 1.81527  -0.28
H 4.00748 4.20387 -1.65654  0.08
C -6.18274 -5.35662 1.02302  -0.22
C 3.55187 -0.10215 -1.48247  -0.56
C -0.89614 4.95320 -3.53312  -0.05
H 2.46011 2.32023 -1.32622  0.10
C 0.42920 -3.08119 -2.52884  -0.23
C 2.82993 2.87708 -0.46302  -0.29
C -1.48315 -1.46944 3.93526  -0.23
H -2.26679 0.71826 -6.03277  0.11
N -1.33869 -0.82226 4.88283  0.15
H -1.03339 2.64949 4.32208  0.08
H -0.05035 -4.45823 -4.11314  0.10
F -4.02238 -2.41459 4.20446  0.08
C 5.52279 -0.64321 1.69132  -0.09
C 3.97700 -0.53070 -0.11580  -0.19
H -3.55844 4.34147 -3.76277  0.07
H -0.36802 1.76275 -1.56066  0.09
C -1.55616 -2.22381 2.73217  -0.15
C -1.15707 1.63405 2.43333  -0.28
N -8.45222 -5.44192 2.23732  0.08
H -1.89243 1.38957 1.66962  0.08
H -2.50109 2.96165 -5.09201  0.11
C -1.84341 0.94722 -5.06319  -0.07
H -1.74995 3.33355 -0.59592  0.09
C -3.84907 -4.47396 0.71642  -0.16
C 0.40447 -4.32958 -3.13724  -0.04
C -7.41822 -5.37466 1.71743  -0.28
O 7.81789 -0.14478 1.51004  -0.04
O 2.11163 1.25174 2.34315  -0.30
F -6.08236 -3.81520 3.44229  0.08
N 0.55847 -1.95991 1.35038  0.04
H -2.59829 1.90683 3.97368  0.08
O 1.77255 3.00930 0.51118  -0.28
C 2.53806 2.19567 3.34941  -0.25
O 4.30734 0.30439 -2.32963  0.11
H 4.67759 -1.43625 3.48186  0.12
F -1.66862 -3.72444 0.33832  0.08
Ti 0.93995 -0.94844 -0.40006  1.04
C -0.77367 1.57412 -2.54484  0.05
C -1.97184 2.20897 -4.52062  -0.03
C -2.76409 -3.73867 1.13384  -0.17
N -6.22321 -6.91489 -1.02695  0.08
H 1.94674 -6.08938 -0.70044  0.10
S -0.92204 -1.71122 -4.65038  1.13
H 4.14499 3.04063 2.19021  0.07

=====

No. 3
Below is a structure of composition CHAgMgO3, with properties calculated with the ωB97M-V functional and the def2-TZVPD basis.

## Properties
HOMO level (alpha / beta)   -0.685 / -0.685 Ha
Net charge   +2
LUMO level (alpha / beta)   -12.1 / -12.1 eV
Orbital gap (alpha / beta)   0.2410 / 0.2410 Eh

Each line ends with the Löwdin charge.
CARTESIAN COORDINATES (ANGSTROEM)
O 0.43776 0.06064 1.16372  -0.29
O 0.93306 -0.56728 0.26883  -0.21
Ag 0.73051 2.40653 0.68634  0.90
O -1.21831 -0.90530 -0.92514  0.04
Mg -1.68833 0.58801 0.71624  1.36
H 0.87374 -0.35084 -1.07185  0.25
C -0.06843 -1.23177 -0.83814  -0.05

=====

No. 4
Below is a structure of composition C35H42ClN3O4P2Ti, with properties calculated with the ωB97M-V functional and the def2-TZVPD basis.

## Properties
2S+1   3
HOMO level (alpha / beta)   -0.242 / -0.268 Ha
<S²>   2.007
LUMO level (alpha / beta)   0.1 / 0.0 eV
Orbital gap (alpha / beta)   0.2459 / 0.2688 Eh
Energy above the lowest of the compared OMol25 structures with the same formula, charge and spin   4.5 kcal/mol

Each line ends with the Löwdin charge.
CARTESIAN COORDINATES (ANGSTROEM)
H 5.01111 -0.37817 -0.67518  0.07
P 2.15473 -0.85777 0.36459  1.06
C 1.60477 0.89954 -3.32827  -0.06
C 3.80954 -2.86276 -0.96722  -0.10
H 4.31571 -3.08632 -1.90954  0.08
C -2.68552 0.17484 -0.04965  -0.31
H 5.06375 -1.49741 1.34434  0.05
C 2.45091 0.21772 2.87054  -0.10
O 2.33076 6.06403 1.30633  0.13
C 4.20574 -0.40589 -1.41134  -0.12
P -1.77678 0.23331 -1.63993  1.05
H -2.36599 2.53858 -4.51643  0.08
C 2.70913 4.05633 -1.76842  -0.56
H -5.32286 1.33324 1.74616  0.10
H 5.06545 -0.58797 2.84912  0.08
C -0.23571 -4.27773 2.29997  -0.08
H 4.55632 -2.92630 -0.17592  0.06
H -2.95095 2.23469 -2.07475  0.11
H 3.06490 -3.63883 -0.79625  0.07
C 2.02996 2.94162 -4.52884  -0.05
H 2.94590 -3.49833 1.53529  0.09
C 1.25365 -2.25262 1.10262  -0.29
H 1.32950 -0.84876 -4.53000  0.10
H 1.64403 -5.28164 2.60823  0.10
Cl 3.93693 4.65274 -2.77483  0.84
C -0.87937 -3.16215 1.80130  -0.03
C 3.29861 -0.23075 1.67732  -0.53
N 1.97876 2.95233 -2.07993  -0.05
Ti 0.14694 0.72770 -0.08243  0.65
C -0.15372 -2.11670 1.20256  -0.31
H -2.04925 -1.09214 3.05116  0.11
H 3.09071 0.69141 3.61720  0.09
C -1.97415 -1.44765 -2.40456  -0.51
C -2.01114 -0.54164 0.96631  -0.33
C 1.37759 3.52960 -0.10798  -0.12
O 3.82720 6.29037 -0.30554  0.07
O 0.50391 4.35301 1.93084  0.07
H -1.95784 -3.09610 1.85253  0.11
H -3.30414 -3.14681 -2.42654  0.08
C -4.04512 0.83126 -3.28027  -0.11
C 2.32553 4.49402 -0.51420  -0.04
H 2.16906 4.01130 -4.54297  0.08
N 1.19476 2.60255 -1.03777  0.08
C -1.82141 1.85930 -3.85723  -0.12
H -4.57954 1.61604 -3.81986  0.08
H 1.67396 0.93263 2.59309  0.06
O 0.00738 2.27513 1.30294  -0.10
H 1.96640 -0.64142 3.34016  0.08
C -3.18793 -2.20770 -1.88063  -0.09
C 1.54962 0.21108 -4.52920  -0.07
C 0.57955 3.39979 1.15483  -0.55
H -4.70301 0.45767 -2.49603  0.06
H -2.12001 -1.22398 -3.46880  0.10
N -0.75472 -1.02355 0.61526  -0.12
C -2.72966 1.38100 -2.72506  -0.54
H 4.64998 -0.62163 -2.38473  0.09
H -0.94433 2.38103 -3.47309  0.06
C 2.88925 5.70177 0.17155  -0.51
H -0.79758 -3.18598 -2.90484  0.09
C -4.40605 0.80497 1.52207  -0.09
H -3.87242 0.01711 -3.98733  0.08
H 1.72252 0.32937 -6.66594  0.11
H -4.16654 0.05072 3.51371  0.11
H 1.31021 0.41943 -2.40164  0.04
H 3.73833 0.66081 1.21551  0.10
C 1.14533 -4.40488 2.21793  -0.09
C 1.87292 -3.39438 1.61468  -0.11
H -3.05010 -2.44724 -0.82411  0.08
H 1.56358 5.46625 1.57336  0.06
H 4.03449 -2.00068 2.69244  0.07
H -1.46342 1.02670 -4.46963  0.07
C 1.75711 0.87278 -5.73125  -0.08
H 3.76614 0.59323 -1.46163  0.06
H -4.37175 1.43495 -0.51229  0.09
C 1.97237 2.24266 -5.72491  -0.06
H -0.82275 -5.06813 2.75191  0.10
C 1.88850 2.25646 -3.33024  -0.20
H 2.08866 2.78117 -6.65584  0.11
H 0.17902 -1.74783 -2.58404  0.04
C -2.56913 -0.57947 2.25325  -0.02
C -3.75438 0.07917 2.51269  -0.07
C 3.17367 -1.47784 -1.05479  -0.53
H -0.56281 -2.62221 -1.24440  0.06
C 4.42925 -1.13922 2.15293  -0.10
H 2.43787 -1.51822 -1.86554  0.07
H -4.11389 -1.64003 -1.97265  0.06
C -3.86448 0.85795 0.25048  -0.08
C -0.71048 -2.29763 -2.27441  -0.11

=====

The records above yield calculated total energy values of -1015.0592 -4955.9509 -610.5016 -3816.6297 Eh, respectively.